# C4H3Br2ClO3

A molecular structure, C4H3Br2ClO3 at a distorted geometry (wB97M-V/def2-TZVPD, the OMol25 dataset).

Positions of all 13 atoms, in Å:
C 0.88668 2.87910 0.03244
C -0.23970 -0.44560 0.46550
C 0.89251 -1.10945 -0.36430
C -1.61593 -0.63129 -0.02069
O 1.06226 3.06290 1.14859
O 0.02355 -0.00809 1.55259
O 0.55674 2.65934 -1.05748
Cl 0.56834 -1.21001 -2.09882
Br 2.58609 -0.15439 -0.03910
Br 1.04475 -2.87678 0.48407
H -1.61246 -0.89235 -1.05065
H -2.20916 0.25252 0.35647
H -1.94370 -1.52590 0.59138

Values from the calculation:
**Total energy**: -162942.7682 eV
**HOMO-LUMO gap (alpha / beta)**: 6.661 / 6.853 eV
**Expectation value of S²**: 2.008
**Net charge**: 0
**2S+1**: 3
**ΔE to the lowest compared entry with this formula, charge and spin**: 0.0 kJ/mol
**Maximum force**: 7.39 eV/A

---

# C4H3BrF2

C4H3BrF2 in the gas phase at a distorted geometry (wB97M-V/def2-TZVPD, the OMol25 dataset).

Positions of all 10 atoms, in Å:
C -1.84417 0.41616 -0.21050
C -2.89021 1.07382 -0.28153
C -0.50116 -0.08535 0.00740
C -4.60838 -1.42723 0.05307
F -5.31891 -1.48052 1.20768
F -5.48461 -1.78861 -0.87587
Br -4.67879 0.96445 -0.37577
H -0.72776 -1.05086 -0.01139
H -0.07042 0.20420 0.96434
H 0.08292 0.22724 -0.89112

Values from the calculation:
**Total energy**: -79668.4400 eV
**HOMO-LUMO gap**: 9.994 eV
**Net charge**: 0
**ΔE to the lowest compared entry with this formula, charge and spin**: 309.0 kJ/mol
**Maximum force**: 4.72 eV/A

---

# C4H3CaLiO2

A molecular structure, C4H3CaLiO2 at a distorted geometry (wB97M-V/def2-TZVPD, the OMol25 dataset).

Positions of all 11 atoms, in Å:
Ca 3.42331 0.32586 -0.83073
O 1.43252 -0.05327 -0.88586
C 0.37195 0.47870 -0.19749
H 0.80214 -0.34527 1.88205
H 0.12366 1.50327 -0.51121
C -1.27087 -0.23007 1.17610
C 0.10171 0.09877 1.16913
C -1.51333 -0.18965 -0.20054
O -1.91284 -0.76817 -1.16865
Li 0.46200 -0.76940 -2.37850
H -2.02025 -0.05078 1.94570

Values from the calculation:
**Total energy**: -26917.3781 eV
**HOMO-LUMO gap**: 5.775 eV
**Net charge**: +2
**Maximum force**: 3.18 eV/A

---

# C4H3Cl2FN2

C4H3Cl2FN2 in the gas phase at a distorted geometry (wB97M-V/def2-TZVPD, the OMol25 dataset).

Positions of all 12 atoms, in Å:
F -2.45292 0.09148 -1.34991
C -1.42762 0.26663 -0.49517
C -1.03065 -0.98046 0.15509
N 0.07304 -1.30215 0.66611
C 1.33577 -0.82464 0.57449
N 1.93564 -0.50282 -0.50972
Cl 3.60852 -0.04619 -0.32537
C -0.96837 1.51698 -0.33692
Cl 0.34176 2.05492 0.54111
H -1.76369 -1.76946 0.28878
H 1.98058 -0.73685 1.56473
H -1.63206 2.23254 -0.77321

Values from the calculation:
**Total energy**: -34935.9976 eV
**HOMO-LUMO gap**: 8.896 eV
**Net charge**: 0
**Maximum force**: 3.81 eV/A

---

# C4H3Cl2N

2 unconnected molecules or ions with the total composition C4H3Cl2N at a distorted geometry (wB97M-V/def2-TZVPD, the OMol25 dataset).

Positions of all 10 atoms, in Å:
N 1.23671 -1.56018 -0.86932
C 1.37970 -0.73978 0.00535
C 1.61491 0.04709 0.96471
Cl 1.34246 1.80552 0.84637
H 0.54941 -2.16721 -1.11831
H 2.09280 -0.30309 1.83680
C -1.80215 0.96962 -1.09370
C -2.14771 0.74481 0.04504
Cl -2.74632 0.12660 1.42108
H -1.51982 1.07661 -2.03803

Values from the calculation:
**Total energy**: -30727.0202 eV
**HOMO-LUMO gap**: 9.407 eV
**Net charge**: 0
**ΔE to the lowest compared entry with this formula, charge and spin**: 424.0 kJ/mol
**Maximum force**: 5.03 eV/A

---

# C4H3Cl2N

C4H3Cl2N in the gas phase at a distorted geometry (wB97M-V/def2-TZVPD, the OMol25 dataset).

Positions of all 10 atoms, in Å:
C 1.56845 -1.08467 0.51473
C -1.07345 -0.45153 -0.66006
C 1.07607 0.26360 0.75390
C -2.33481 -0.78966 -0.73308
N 1.83240 -2.19133 0.59105
Cl -0.74082 0.31111 0.99169
Cl -3.74291 -0.40762 0.39011
H 1.40016 0.77746 -0.17057
H 1.44245 0.55816 1.63345
H -2.73947 -1.40251 -1.57789

Values from the calculation:
**Total energy**: -30726.0582 eV
**HOMO-LUMO gap**: 9.097 eV
**Net charge**: 0
**ΔE to the lowest compared entry with this formula, charge and spin**: 516.8 kJ/mol
**Maximum force**: 4.36 eV/A

---

# C4H3Cl3

2 unconnected molecules or ions with the total composition C4H3Cl3 at a distorted geometry (wB97M-V/def2-TZVPD, the OMol25 dataset).

Positions of all 10 atoms, in Å:
C 0.26052 0.10340 -0.13185
C 0.29693 2.23554 0.03585
C 1.02615 -1.03846 0.01731
C -1.32413 -0.08611 -0.04350
Cl 1.78923 2.80735 0.34091
Cl 2.75478 -1.02170 -0.08561
Cl 0.33172 -2.58240 0.21535
H -1.81164 0.55607 0.70352
H -1.67706 -1.14572 0.07201
H -1.64651 0.17202 -1.12398

Values from the calculation:
**Total energy**: -41757.3379 eV
**HOMO-LUMO gap**: 7.522 eV
**Net charge**: 0
**ΔE to the lowest compared entry with this formula, charge and spin**: 522.3 kJ/mol
**Maximum force**: 3.70 eV/A

---

# C4H3ClN2

A molecular structure, C4H3ClN2 at a distorted geometry (wB97M-V/def2-TZVPD, the OMol25 dataset).

Positions of all 10 atoms, in Å:
C -0.72891 -1.75305 0.09237
C -1.69582 -0.93177 -0.35250
C 0.24490 1.29226 1.08629
C 1.06959 1.30928 -0.23706
N 0.45154 -1.10635 0.13371
N 0.59826 0.13948 0.48960
Cl -1.80743 0.67783 0.18126
H -0.61410 -2.82966 -0.03888
H 0.34256 1.54202 -1.12285
H 2.13941 1.65995 -0.23194

Values from the calculation:
**Total energy**: -19689.6222 eV
**HOMO-LUMO gap (alpha / beta)**: 7.635 / 7.638 eV
**Net charge**: 0
**ΔE to the lowest compared entry with this formula, charge and spin**: 904.2 kJ/mol
**Maximum force**: 2.45 eV/A

---

# C4H3ClN2S

C4H3ClN2S in the gas phase at a distorted geometry (wB97M-V/def2-TZVPD, the OMol25 dataset).

Positions of all 11 atoms, in Å:
S 1.01356 -2.87786 0.90999
C 0.03068 -1.56526 0.22433
C -0.18822 -0.24657 0.00270
C 0.34942 1.05660 0.30886
C -0.33411 1.80002 -0.79707
Cl -0.17252 3.48870 -0.81074
N -1.24286 1.00484 -1.55556
N -1.33880 -0.20379 -0.94119
H 1.60876 -2.07769 2.22794
H -0.71530 -1.89852 -0.61496
H 0.98939 1.51954 1.04571

Values from the calculation:
**Total energy**: -30529.3939 eV
**HOMO-LUMO gap**: 7.439 eV
**Net charge**: 0
**ΔE to the lowest compared entry with this formula, charge and spin**: 451.3 kJ/mol
**Maximum force**: 6.16 eV/A

---

# C4H3ClN2S

A molecular structure, C4H3ClN2S at a distorted geometry (wB97M-V/def2-TZVPD, the OMol25 dataset).

Positions of all 11 atoms, in Å:
C 3.33149 0.89072 -0.56489
C 0.53681 -0.30268 -0.76030
C 0.16837 0.48940 0.48060
C 2.81681 -0.36390 -0.21487
N 3.80861 1.79083 -1.07529
N 1.70636 -0.73616 -0.94531
S 1.65201 0.94133 1.37991
Cl 3.94118 -1.41190 0.55542
H -0.24233 -0.59510 -1.41746
H -0.27019 1.41067 0.09977
H -0.68343 -0.14848 0.80101

Values from the calculation:
**Total energy**: -30531.5712 eV
**HOMO-LUMO gap**: 8.081 eV
**Net charge**: 0
**ΔE to the lowest compared entry with this formula, charge and spin**: 241.2 kJ/mol
**Maximum force**: 3.83 eV/A

---

# C4H3ClO2S

C4H3ClO2S in the gas phase at a distorted geometry (wB97M-V/def2-TZVPD, the OMol25 dataset).

Positions of all 11 atoms, in Å:
C -0.73277 -0.69151 0.34142
C 1.19904 -0.17596 0.91327
C -0.11713 0.86538 -1.39805
C -1.01651 -0.01600 -0.82638
O 2.29717 0.29893 -1.42763
O 1.83042 2.15203 0.02726
S 1.42760 0.88410 -0.44062
Cl -2.27609 -0.55626 -1.91393
H -1.20762 -1.56919 0.65820
H 0.78523 0.21444 1.77667
H -0.13884 1.07480 -2.49374

Values from the calculation:
**Total energy**: -31641.5660 eV
**HOMO-LUMO gap (alpha / beta)**: 8.830 / 6.630 eV
**Net charge**: 0
**ΔE to the lowest compared entry with this formula, charge and spin**: 700.9 kJ/mol
**Maximum force**: 6.45 eV/A

---

# C4H3ClOS

C4H3ClOS in the gas phase at a distorted geometry (wB97M-V/def2-TZVPD, the OMol25 dataset).

Positions of all 10 atoms, in Å:
S -0.62340 2.25094 0.86964
C -0.29473 0.58725 0.36643
C -0.87106 -0.54677 0.88526
O -0.46673 -1.66261 0.19715
C 0.32773 -1.20851 -0.75209
Cl 1.11025 -2.35080 -1.71957
C 0.58414 0.11966 -0.68444
H 0.47964 2.82339 0.37428
H -1.59553 -0.71249 1.68278
H 1.34969 0.69994 -1.21945

Values from the calculation:
**Total energy**: -29600.6704 eV
**HOMO-LUMO gap**: 9.290 eV
**Net charge**: 0
**ΔE to the lowest compared entry with this formula, charge and spin**: 46.9 kJ/mol
**Maximum force**: 1.89 eV/A

---

Q: The lowest maximum force belongs to which entry?
A: C4H3ClOS

---

Copy entry 8 word for word.
# C4H3ClN2

A molecular structure, C4H3ClN2 at a distorted geometry (wB97M-V/def2-TZVPD, the OMol25 dataset).

Positions of all 10 atoms, in Å:
C -0.72891 -1.75305 0.09237
C -1.69582 -0.93177 -0.35250
C 0.24490 1.29226 1.08629
C 1.06959 1.30928 -0.23706
N 0.45154 -1.10635 0.13371
N 0.59826 0.13948 0.48960
Cl -1.80743 0.67783 0.18126
H -0.61410 -2.82966 -0.03888
H 0.34256 1.54202 -1.12285
H 2.13941 1.65995 -0.23194

Values from the calculation:
**Total energy**: -19689.6222 eV
**HOMO-LUMO gap (alpha / beta)**: 7.635 / 7.638 eV
**Net charge**: 0
**ΔE to the lowest compared entry with this formula, charge and spin**: 904.2 kJ/mol
**Maximum force**: 2.45 eV/A